Entry 1:
A molecular structure, C43H38CoN4O3Si. Source: the Open Molecules 2025 dataset; level of theory: ωB97M-V with the def2-TZVPD basis set.

Values from the calculation:
2S+1   4
M   745.82 g/mol
Maximum force   1.7 eV Å⁻¹
LUMO energy (spin up / spin down)   -0.80 / -0.77 eV
Net charge   0

Last column: Mulliken spin population.
Atoms and positions in Å:
Co 0.06540 0.78752 0.10354  2.87
C -1.09550 -2.37939 -0.70211  0.00
N -1.48611 -1.05555 -0.17874  0.03
C -2.14247 -1.10387 1.13575  0.01
C -1.23826 -0.79949 2.30373  0.00
C -1.50913 -1.29910 3.56867  0.00
C -0.66415 -0.98045 4.61915  0.00
C 0.45083 -0.19843 4.36204  0.00
C 0.63727 0.27192 3.07725  0.02
N -0.20753 0.01649 2.07893  -0.02
C -2.40882 -0.43345 -1.14838  -0.02
C -2.70680 0.98430 -0.75404  0.01
C -3.99973 1.41542 -0.68703  0.06
C -4.25274 2.78209 -0.31326  -0.02
C -3.22513 3.62558 -0.15271  0.03
C -1.79751 3.18904 -0.37574  0.01
N -1.62493 1.72749 -0.44608  0.00
C 0.21245 -3.02654 -0.28210  0.00
C 0.66749 -4.12378 -1.01181  0.00
C 1.88951 -4.68258 -0.68693  0.00
C 2.61931 -4.13703 0.35886  0.00
C 2.06890 -3.07030 1.04296  0.00
N 0.88975 -2.53712 0.73767  0.00
H -1.03358 -2.27337 -1.78714  0.00
H -1.89932 -3.10669 -0.51110  0.00
H -2.65452 -2.06043 1.29123  0.00
H -2.91155 -0.32407 1.14817  0.00
H -2.37513 -1.92822 3.72629  0.00
H -0.86225 -1.34824 5.61710  0.00
H 1.15609 0.05501 5.14076  0.00
H 1.50591 0.87691 2.84250  0.01
H -3.34328 -1.00192 -1.24424  0.00
H -1.91933 -0.42166 -2.12639  0.00
H -4.81195 0.72904 -0.88440  0.00
H -5.27442 3.11056 -0.16623  0.00
H -3.36310 4.67248 0.09046  0.00
H -1.19667 3.55873 0.46481  0.00
H 0.07818 -4.51915 -1.83039  0.00
H 2.27556 -5.52139 -1.25135  0.00
H 3.59256 -4.52466 0.62505  0.00
H 2.59747 -2.60343 1.86847  0.00
O 4.72406 0.86136 -3.27466  0.00
C 3.44810 0.76253 -3.66798  0.00
C 3.13646 0.97105 -5.01282  0.00
C 1.83220 0.86207 -5.45108  0.00
C 0.80922 0.55944 -4.55864  0.00
C 1.10988 0.38388 -3.22321  0.01
C 2.41980 0.47024 -2.75743  0.01
C 2.77668 0.20151 -1.31873  -0.02
O 3.98119 0.11485 -1.02704  0.00
O 1.84597 0.02453 -0.46014  0.02
H 4.72069 0.61299 -2.31116  0.00
H 3.94191 1.19960 -5.69922  0.00
H 1.60424 1.01657 -6.49866  0.00
H -0.20938 0.46185 -4.90718  0.00
H 0.32133 0.17098 -2.51361  0.00
C -0.16368 5.06512 -3.90317  0.00
C 0.40984 5.30055 -2.66446  0.01
C -0.13194 4.71851 -1.52580  0.02
C -1.23231 3.87446 -1.61745  0.00
C -1.81226 3.65593 -2.86140  0.00
C -1.28699 4.25407 -3.99562  0.00
Si 1.26359 2.65964 0.71256  -0.11
C 3.12718 2.95260 0.67094  0.03
C 3.92915 2.74626 1.79573  0.00
C 5.30831 2.83671 1.70898  0.00
C 5.90878 3.15707 0.49868  0.00
C 5.12824 3.38314 -0.62520  0.00
C 3.75018 3.26959 -0.53891  0.01
C 0.70893 3.78345 2.14529  0.04
C -0.53512 3.55816 2.75026  0.00
C -1.06735 4.45710 3.65854  0.00
C -0.37044 5.61732 3.97440  0.00
C 0.86383 5.85979 3.38854  0.00
C 1.39504 4.95421 2.48264  0.00
H 0.26560 5.51100 -4.79124  0.00
H 1.28156 5.93838 -2.57861  0.00
H 0.30212 4.92700 -0.54995  -0.02
H -2.67588 3.00450 -2.94160  0.00
H -1.75284 4.08491 -4.95906  0.00
H 3.46810 2.51576 2.75166  0.00
H 5.91843 2.65654 2.58522  0.00
H 6.98693 3.22603 0.43141  0.00
H 5.59339 3.62954 -1.57097  0.00
H 3.14332 3.42487 -1.42678  0.00
H -1.09946 2.66792 2.49111  0.00
H -2.03469 4.26014 4.10383  0.00
H -0.79824 6.33285 4.66479  0.00
H 1.41130 6.75962 3.64016  0.00
H 2.35645 5.15836 2.02395  0.00

Entry 2:
20 unconnected molecules or ions with the total composition C30H54Cl30F2O15. Source: the Open Molecules 2025 dataset; level of theory: ωB97M-V with the def2-TZVPD basis set.

Values from the calculation:
M   1756.33 g/mol
Maximum force   7.8 eV Å⁻¹
LUMO energy   -0.23 eV
Net charge   0

Last column: Mulliken charge in e.
Atoms and positions in Å:
C -0.88021 -4.78894 -5.02184  -0.60
O -1.42607 -3.96437 -6.03136  -0.14
C -1.34743 -4.32861 -7.22438  0.71
O -0.87474 -5.35660 -7.72128  -0.61
O -2.07931 -3.43361 -7.91911  -0.25
C -2.09832 -3.44575 -9.36540  -0.70
H -0.04775 -5.44271 -5.28204  0.37
H -1.55615 -5.36491 -4.38982  0.22
H -0.39344 -4.19658 -4.24707  0.14
H -2.48115 -2.53449 -9.82489  0.25
H -2.75188 -4.27042 -9.64978  0.30
H -1.15591 -3.72460 -9.83679  0.30
C 0.49384 2.37727 0.85293  -0.37
O 0.57275 0.87692 0.82368  -0.13
C -0.28127 0.18773 -0.00231  0.87
O -1.03340 0.62212 -0.88199  -0.57
O -0.16165 -1.18021 0.25439  0.04
C -1.04187 -2.03784 -0.36145  -0.66
H -0.24953 2.84583 0.20799  0.10
H 1.44611 2.90738 0.83654  0.38
H 0.13308 2.63788 1.84793  -0.12
H -0.58025 -2.48550 -1.24157  0.11
H -2.01316 -1.61804 -0.62313  0.34
H -1.16643 -2.94842 0.22457  0.06
C 3.19051 -1.02566 5.78517  -0.05
O 3.42997 0.08072 6.60147  -0.40
C 4.41408 0.97116 6.45988  0.85
O 5.18820 0.93271 5.55275  -0.55
O 4.40910 1.77428 7.51554  -0.36
C 5.39868 2.71498 7.64637  -0.62
H 3.91651 -1.83392 5.87307  0.42
H 3.12760 -0.94004 4.70036  0.08
H 2.25474 -1.47797 6.11355  -0.16
H 5.52472 3.12997 8.64638  0.28
H 5.12603 3.54360 6.99281  0.20
H 6.38495 2.44331 7.27013  0.31
C -4.76055 0.17584 -4.80086  -0.20
C -4.84843 0.62994 -6.18149  0.21
O -3.70427 1.35298 -6.33051  -0.32
C -2.80358 0.94403 -5.53234  0.72
O -1.62615 1.38662 -5.45624  -0.63
O -3.37301 0.27551 -4.58154  -0.22
F -5.87875 1.34680 -6.52388  -0.30
H -5.11535 -0.84428 -4.65402  0.15
H -5.23279 0.96743 -4.21908  0.29
H -4.80307 -0.19920 -6.88758  0.28
C 1.26612 1.98694 -3.32720  -0.52
C 1.15812 0.47015 -3.60471  0.63
O 2.27943 -0.05700 -2.97517  -0.33
C 2.68003 0.85728 -2.00520  0.54
O 3.57246 0.72568 -1.17840  -0.59
O 1.93376 1.96495 -2.06712  -0.23
F 1.39693 0.27107 -4.86217  -0.35
H 0.25335 2.34591 -3.14410  0.24
H 1.86722 2.50277 -4.07601  0.38
H 0.21261 -0.00537 -3.34395  0.22
C 3.03537 8.54445 0.03916  -0.29
Cl 1.69468 7.33886 -0.16532  -0.08
Cl 2.67514 9.93376 1.14115  -0.16
H 3.97146 8.01134 0.20538  0.21
H 3.05577 8.94900 -0.97278  0.34
C 4.33862 5.79178 -2.50027  -0.03
Cl 4.62992 4.13818 -3.18179  -0.15
Cl 5.86542 6.51301 -1.82330  -0.18
H 3.99680 6.52759 -3.22818  0.35
H 3.57579 5.69427 -1.72782  0.01
C 4.64702 5.93244 3.67162  -0.43
Cl 6.04128 6.29436 2.65114  -0.16
Cl 4.55868 4.15439 3.70926  0.03
H 4.86926 6.34254 4.65678  0.33
H 3.68943 6.23017 3.24445  0.23
C -1.03919 7.26561 3.14725  -0.31
Cl 0.24387 8.53406 3.10216  -0.15
Cl -1.09833 6.44339 1.63528  -0.01
H -0.76292 6.54824 3.92001  0.15
H -1.91674 7.83240 3.45831  0.32
C 1.41553 3.42932 6.05361  -0.43
Cl 1.92714 5.04105 5.51782  -0.15
Cl 1.35976 2.42770 4.63560  0.03
H 2.08468 3.02608 6.81370  0.24
H 0.41939 3.67092 6.42429  0.33
C -5.53302 -4.87105 -3.68889  -0.31
Cl -6.46734 -6.34093 -3.32859  -0.17
Cl -4.57315 -4.41879 -2.26661  0.05
H -4.90141 -5.09845 -4.54765  0.23
H -6.17453 -4.02295 -3.92826  0.25
C 4.58985 0.77033 2.08315  0.71
Cl 4.18382 -0.93841 2.06337  -0.17
Cl 6.36856 1.04172 1.88131  -0.20
H 4.01760 1.13658 1.23080  -0.08
H 4.22503 1.22874 3.00232  -0.26
C 2.82351 -2.76972 -0.84249  0.46
Cl 1.91307 -3.09439 -2.34216  -0.12
Cl 4.51275 -2.84201 -1.33379  -0.15
H 2.63156 -1.78150 -0.42453  -0.31
H 2.57455 -3.53861 -0.11110  0.06
C -3.36580 2.28735 3.23609  -0.62
Cl -2.08837 3.57635 3.08317  -0.05
Cl -3.44467 1.05016 1.97590  -0.04
H -3.47607 1.88202 4.24190  0.37
H -4.24025 2.93726 3.20387  0.32
C -4.70311 -2.55343 2.11492  -0.33
Cl -3.82690 -2.43745 3.70046  -0.15
Cl -3.67339 -3.44042 0.90478  0.05
H -5.66765 -3.03756 2.26783  0.30
H -4.84932 -1.53191 1.76389  0.16
C -4.81923 -6.60072 0.25308  0.50
Cl -4.32509 -8.00748 1.19120  -0.18
Cl -6.16009 -5.68074 0.92455  -0.15
H -3.98732 -5.90378 0.15159  -0.33
H -5.05478 -6.97041 -0.74490  0.12
C -2.84825 4.65584 -1.03210  0.06
Cl -3.10236 3.09351 -1.76189  -0.04
Cl -2.10554 5.58900 -2.38438  -0.18
H -3.82604 5.07935 -0.80260  0.36
H -2.15076 4.53747 -0.20288  -0.20
C -0.77838 -7.82609 -1.90005  -0.55
Cl -0.57624 -9.01742 -0.56599  -0.16
Cl -0.78470 -6.11594 -1.53298  0.06
H -0.00224 -8.11268 -2.60967  0.36
H -1.67905 -7.95595 -2.50008  0.32
C -0.49711 -4.33876 5.89813  0.26
Cl 0.90283 -3.50535 6.59227  -0.16
Cl -1.77610 -4.59957 7.04322  -0.17
H -0.86087 -3.68672 5.10401  0.00
H -0.12543 -5.19269 5.33178  0.07
C 1.01681 -5.28710 1.92549  -0.15
Cl -0.27847 -6.03040 2.89298  -0.19
Cl 1.10290 -3.64268 2.56903  -0.07
H 1.95715 -5.81158 2.09512  0.44
H 0.76013 -5.22168 0.86816  -0.05

Entry 3:
A molecular structure, C9H18AlB3F4NO6. Source: the Open Molecules 2025 dataset; level of theory: ωB97M-V with the def2-TZVPD basis set.

Values from the calculation:
M   371.65 g/mol
Maximum force   8.5 eV Å⁻¹
LUMO energy   1.58 eV
Net charge   -1

Last column: natural (NBO) charge in e.
Atoms and positions in Å:
C 4.05610 -0.75069 0.08053  -0.44
N 2.62469 -0.30218 -0.15707  -0.56
C 1.73916 -1.43577 -0.64033  -0.44
C 2.04222 0.38773 1.06713  0.74
O 1.82440 -0.20424 2.24791  -0.58
C 1.67639 2.01068 0.90089  -0.87
B 0.00380 2.09371 1.00026  1.19
O -0.54511 1.74983 2.35944  -0.89
B -1.65556 0.79432 2.01444  1.02
O -2.76549 1.39492 1.21133  -0.93
B -2.19168 1.85557 -0.07127  1.20
C -3.02619 1.76771 -1.48483  -0.80
C -4.11609 0.54146 -1.57528  -0.40
C -3.59026 -0.90334 -1.02772  -0.44
C -4.16991 -1.38982 0.41554  -0.08
O -5.13917 -0.49726 1.06038  -0.55
C -5.17832 -0.66339 2.52165  0.62
O -5.23467 -1.86955 3.10074  -0.57
O -0.82455 2.48132 -0.15752  -0.91
H 4.17014 -1.85918 0.43771  0.20
H 4.48741 -0.03316 0.92879  0.21
H 4.64260 -0.51160 -0.92732  0.28
H 0.94732 -1.78775 0.17182  0.20
H 1.16262 -1.01827 -1.59758  0.19
H 2.39492 -2.32627 -1.02954  0.23
H 2.04741 2.34007 -0.17703  0.27
H 2.20097 2.60328 1.77440  0.28
H -1.58677 -0.33655 2.32790  -0.09
H -2.21981 1.65135 -2.34943  0.25
H -3.60813 2.77476 -1.64137  0.25
H -5.11445 0.93441 -1.11097  0.23
H -4.34017 0.39559 -2.73919  0.21
H -3.93956 -1.71695 -1.82859  0.22
H -2.40003 -0.99425 -1.01618  0.22
H -4.71775 -2.44276 0.28866  0.20
H -3.28464 -1.59767 1.17436  0.20
H -5.19844 0.32301 3.19211  0.18
F 7.18657 -2.29604 -1.17014  -0.80
Al 7.76534 -0.69178 -1.74893  2.20
F 8.88633 0.01723 -0.53073  -0.80
F 6.35710 0.40681 -1.98004  -0.80
F 8.63132 -0.89528 -3.31493  -0.80

- Among the records above, which one has the highest M?
  C30H54Cl30F2O15